Entry 1:
ORCA calculation (ωB97M-V/def2-TZVPD) on a cluster of 11 separate species, C42H100O22P2 in total.

ORCA input file:
```
! wB97M-V def2-TZVPD RIJCOSX def2/J DEFGRID3
* xyz 0 1
C -5.32 -27.52 -34.10
O -5.49 -26.62 -33.00
P -6.93 -26.61 -32.27
O -7.99 -26.16 -33.19
O -7.18 -28.15 -31.64
C -8.12 -28.32 -30.57
O -6.78 -25.69 -30.99
C -5.63 -25.93 -30.18
H -6.25 -27.80 -34.58
H -4.79 -28.39 -33.72
H -4.68 -27.10 -34.88
H -9.06 -28.78 -30.88
H -8.46 -27.40 -30.11
H -7.66 -28.94 -29.79
H -5.67 -26.90 -29.68
H -5.50 -25.04 -29.56
H -4.73 -25.86 -30.79
C -14.89 -20.20 -28.27
O -13.68 -20.44 -29.03
P -13.74 -21.15 -30.51
O -14.98 -20.84 -31.23
O -13.54 -22.76 -30.28
C -13.31 -23.50 -31.41
O -12.39 -20.72 -31.23
C -11.11 -21.08 -30.74
H -15.81 -20.57 -28.71
H -14.89 -19.14 -28.00
H -14.83 -20.71 -27.31
H -12.27 -23.76 -31.21
H -13.27 -23.01 -32.38
H -13.99 -24.34 -31.54
H -10.57 -20.25 -30.29
H -10.57 -21.42 -31.62
H -11.18 -21.92 -30.05
C -12.98 -20.20 -38.27
C -13.22 -19.80 -39.68
C -12.51 -18.42 -39.72
O -11.43 -18.46 -38.84
C -11.86 -19.26 -37.67
H -12.65 -21.22 -38.12
H -13.88 -20.11 -37.67
H -14.30 -19.72 -39.79
H -12.65 -20.48 -40.32
H -13.17 -17.58 -39.48
H -12.12 -18.22 -40.71
H -12.35 -18.66 -36.90
H -11.02 -19.78 -37.21
C -12.37 -13.51 -30.43
C -13.41 -13.37 -31.55
C -14.69 -13.70 -30.81
O -14.49 -12.97 -29.61
C -13.16 -13.28 -29.16
H -11.54 -12.84 -30.67
H -11.99 -14.52 -30.31
H -13.29 -14.06 -32.39
H -13.36 -12.34 -31.92
H -14.74 -14.78 -30.62
H -15.60 -13.44 -31.35
H -13.19 -14.09 -28.43
H -12.72 -12.42 -28.66
C -19.76 -22.59 -35.31
C -21.04 -23.27 -35.79
C -20.63 -24.72 -35.97
O -19.33 -24.82 -35.37
C -19.09 -23.70 -34.59
H -19.89 -21.66 -34.75
H -19.07 -22.33 -36.11
H -21.36 -22.84 -36.73
H -21.88 -23.11 -35.11
H -20.55 -24.86 -37.05
H -21.36 -25.41 -35.55
H -18.02 -23.55 -34.42
H -19.43 -23.80 -33.56
C -13.92 -15.69 -20.25
C -14.46 -14.28 -20.12
C -13.70 -13.65 -21.29
O -13.84 -14.66 -22.31
C -13.68 -15.94 -21.72
H -14.53 -16.48 -19.81
H -12.94 -15.72 -19.77
H -14.17 -13.76 -19.21
H -15.55 -14.29 -20.22
H -12.63 -13.56 -21.12
H -14.09 -12.69 -21.62
H -12.67 -16.32 -21.87
H -14.39 -16.64 -22.16
C -16.55 -21.68 -21.69
O -17.47 -20.72 -21.29
C -18.73 -21.23 -20.89
C -19.61 -20.00 -20.45
O -20.27 -19.32 -21.53
C -19.44 -18.77 -22.61
H -16.99 -22.17 -22.57
H -16.35 -22.46 -20.96
H -15.58 -21.28 -21.97
H -18.66 -21.97 -20.09
H -19.16 -21.74 -21.74
H -19.12 -19.21 -19.87
H -20.31 -20.43 -19.74
H -20.01 -17.97 -23.08
H -19.25 -19.51 -23.38
H -18.46 -18.39 -22.31
C -21.76 -26.28 -30.01
O -21.00 -25.48 -29.09
C -20.27 -26.16 -28.09
C -18.97 -26.79 -28.73
O -18.52 -27.84 -27.85
C -17.44 -28.65 -28.41
H -22.62 -26.77 -29.57
H -21.09 -26.97 -30.52
H -22.10 -25.67 -30.84
H -20.91 -26.93 -27.66
H -19.97 -25.51 -27.26
H -18.30 -25.93 -28.76
H -19.23 -27.08 -29.74
H -17.68 -28.92 -29.43
H -17.21 -29.54 -27.83
H -16.48 -28.13 -28.41
C -19.29 -31.60 -32.24
O -18.16 -31.30 -33.09
C -18.45 -30.41 -34.13
C -17.26 -30.37 -35.06
O -16.11 -29.87 -34.35
C -15.02 -29.48 -35.17
H -19.06 -32.37 -31.50
H -20.07 -32.03 -32.87
H -19.73 -30.66 -31.92
H -18.71 -29.46 -33.67
H -19.42 -30.62 -34.58
H -17.45 -29.81 -35.98
H -17.03 -31.41 -35.28
H -15.24 -28.66 -35.86
H -14.49 -30.31 -35.63
H -14.31 -28.97 -34.51
C -9.32 -20.66 -20.97
O -9.16 -20.50 -22.37
C -7.87 -20.79 -22.85
C -7.87 -20.93 -24.39
O -7.70 -19.81 -25.25
C -8.68 -18.81 -25.13
H -9.37 -21.73 -20.78
H -10.23 -20.16 -20.64
H -8.49 -20.16 -20.47
H -7.56 -21.79 -22.56
H -7.18 -20.05 -22.44
H -8.80 -21.45 -24.62
H -7.03 -21.59 -24.60
H -8.54 -18.07 -25.92
H -8.63 -18.20 -24.22
H -9.69 -19.22 -25.17
C -4.97 -19.07 -34.51
O -4.48 -18.05 -35.45
C -3.82 -17.05 -34.81
C -3.54 -15.81 -35.76
O -4.72 -15.04 -36.10
C -5.73 -15.69 -36.81
H -5.90 -18.69 -34.08
H -4.32 -19.41 -33.71
H -5.35 -19.99 -34.96
H -2.92 -17.39 -34.30
H -4.57 -16.66 -34.12
H -3.16 -16.03 -36.76
H -2.90 -15.10 -35.24
H -6.43 -14.97 -37.23
H -6.28 -16.39 -36.18
H -5.41 -16.36 -37.61
*
```

Output
HOMO level   -9.33 eV
SMILES string   COP(=O)(OC)OC.COP(=O)(OC)OC.C1CCOC1.C1CCOC1.C1CCOC1.C1CCOC1.COCCOC.COCCOC.COCCOC.COCCOC.COCCOC
M   1019.2 g mol⁻¹
Total energy   -108790.0425 eV



Entry 2:
ORCA calculation (ωB97M-V/def2-TZVPD) on a structure of composition C36H38B2F4N5O6PTeTi.

ORCA input file:
```
! wB97M-V def2-TZVPD RIJCOSX def2/J DEFGRID3
* xyz 0 1
Ti -0.57 -2.26 0.28
C 1.41 -2.57 4.04
C 0.54 -2.34 2.86
N 0.81 -2.73 1.67
O 1.93 -3.37 1.26
B 1.83 -4.19 -0.06
F 0.86 -5.14 0.08
F 3.09 -4.65 -0.26
O 1.50 -3.39 -1.36
N 0.27 -2.86 -1.45
C -0.30 -2.49 -2.54
C 0.20 -2.84 -3.90
C -1.54 -1.67 -2.32
N -1.92 -1.60 -1.10
O -2.96 -0.84 -0.71
B -3.53 -1.24 0.68
F -4.69 -0.55 0.81
F -3.65 -2.61 0.70
O -2.64 -0.80 1.86
N -1.49 -1.48 1.93
C -0.78 -1.59 3.00
C -1.21 -1.05 4.32
C -2.27 -0.97 -3.41
H 2.21 -3.25 3.78
H 0.82 -3.00 4.86
H 1.83 -1.62 4.39
H 1.06 -3.49 -3.81
H 0.48 -1.95 -4.46
H -0.59 -3.35 -4.45
H -2.19 -0.60 4.22
H -0.50 -0.30 4.67
H -1.25 -1.85 5.06
H -1.70 -0.95 -4.34
H -2.48 0.05 -3.09
H -3.23 -1.45 -3.60
C -4.18 2.33 0.15
Te -2.06 2.15 0.36
C -2.04 4.27 0.00
C -3.47 4.73 -0.04
C -3.78 6.09 -0.15
C -5.10 6.52 -0.17
C -6.13 5.59 -0.08
C -5.83 4.24 0.02
C -4.50 3.80 0.04
H -4.68 1.88 1.01
H -4.50 1.78 -0.73
H -1.53 4.48 -0.93
H -1.50 4.78 0.80
H -2.97 6.81 -0.21
H -5.32 7.57 -0.25
H -7.16 5.91 -0.08
H -6.63 3.51 0.10
N 0.41 -0.59 0.13
P 1.79 0.18 0.02
C 2.94 -0.42 -1.26
C 2.40 -0.69 -2.51
C 3.21 -1.04 -3.58
C 4.59 -1.10 -3.41
C 5.14 -0.82 -2.17
C 4.33 -0.47 -1.10
C 2.87 0.26 1.51
C 3.46 -0.94 1.91
C 4.39 -0.99 2.94
C 4.75 0.18 3.60
C 4.19 1.38 3.20
C 3.26 1.42 2.17
C 1.62 1.95 -0.44
C 2.05 2.44 -1.67
C 2.04 3.81 -1.94
C 1.64 4.70 -0.96
C 1.20 4.22 0.27
C 1.16 2.86 0.51
H 1.33 -0.59 -2.65
H 2.78 -1.25 -4.55
H 5.23 -1.37 -4.24
H 6.21 -0.86 -2.03
H 4.78 -0.24 -0.15
H 3.24 -1.85 1.37
H 4.83 -1.94 3.22
H 5.48 0.15 4.40
H 4.48 2.30 3.69
H 2.89 2.39 1.87
H 2.42 1.77 -2.44
H 2.37 4.17 -2.90
H 1.68 5.77 -1.14
H 0.88 4.91 1.04
H 0.77 2.50 1.46
C -2.38 -5.00 -1.32
O -2.18 -5.19 0.07
C -1.52 -4.21 0.74
O -1.40 -4.35 1.94
H -1.43 -5.07 -1.86
H -3.03 -5.81 -1.64
H -2.87 -4.05 -1.52
*
```

Output
HOMO level   -7.38 eV
Energy above the lowest of the compared OMol25 structures with the same formula, charge and spin   4.113 eV
M   940.8 g mol⁻¹
Total energy   -109609.4748 eV



Entry 3:
ORCA calculation (ωB97M-V/def2-TZVPD) on a structure of composition C2H2O2PSn.

ORCA input file:
```
! wB97M-V def2-TZVPD RIJCOSX def2/J DEFGRID3
* xyz 1 1
P -0.98 -1.76 0.79
O -1.80 -0.54 0.21
C 0.69 0.97 0.30
H 1.46 0.87 1.08
H 0.68 2.01 -0.05
C 0.53 -0.07 -0.59
O 0.48 -1.28 0.16
Sn -1.06 -0.20 -1.91
*
```

Output
HOMO level   -14.18 eV
Energy above the lowest of the compared OMol25 structures with the same formula, charge and spin   0.000 eV
M   207.7 g mol⁻¹
Total energy   -21312.0640 eV



Entry 4:
ORCA calculation (ωB97M-V/def2-TZVPD) on an isolated molecule of C9H14.

ORCA input file:
```
! wB97M-V def2-TZVPD RIJCOSX def2/J DEFGRID3
* xyz 0 1
C 3.02 0.72 0.52
C 1.67 0.84 -0.10
C 1.33 0.78 -1.38
C -0.17 0.79 -1.55
C -0.59 0.35 -0.17
C -1.42 -0.63 0.16
C -2.29 -1.36 -0.82
C -1.53 -1.13 1.58
C 0.44 0.94 0.77
H 3.20 1.56 1.19
H 3.79 0.70 -0.26
H 3.10 -0.19 1.10
H 2.00 0.73 -2.22
H -0.53 1.80 -1.78
H -0.49 0.12 -2.35
H -3.35 -1.25 -0.54
H -2.04 -2.43 -0.81
H -2.17 -0.98 -1.84
H -0.60 -1.58 1.91
H -1.78 -0.34 2.25
H -2.32 -1.88 1.65
H 0.21 2.00 1.00
H 0.53 0.42 1.70
*
```

Output
HOMO level   -8.57 eV
SMILES string   CC1=CCC(=C(C)C)C1
Energy above the lowest of the compared OMol25 structures with the same formula, charge and spin   0.949 eV
M   122.2 g mol⁻¹
Total energy   -9559.2327 eV